No. 1
{"formula": "C8H16NaO5", "method": "ωB97M-V with the def2-TZVPD basis set", "homo_lumo_gap_ev": 9.49, "lumo_ha": -0.1260, "total_energy_ha": -852.6546, "total_charge": 1, "de_lowest_ev": 0.585, "homo_energy_ev": -12.9, "elements": ["O", "C", "C", "O", "C", "Na", "H", "H", "H", "H", "H", "H", "H", "O", "C", "C", "O", "C", "C", "O", "C", "H", "H", "H", "H", "H", "H", "H", "H", "H"], "positions_angstrom": [[-1.925654, -0.927915, 1.271264], [-2.714010, -0.692157, 0.365035], [-2.939339, 0.677656, -0.191768], [-1.995162, 1.585313, 0.300407], [-2.063196, 2.867323, -0.308157], [-0.406329, 0.735472, 1.747566], [-3.460756, -1.448006, 0.052953], [-0.372346, -1.426271, -0.472871], [-3.971819, 0.984549, 0.060791], [-2.891165, 0.594371, -1.294965], [-1.041157, 3.155069, -0.578431], [-2.689614, 2.829206, -1.213142], [-2.471610, 3.605227, 0.398046], [4.468983, 2.279105, -0.571906], [3.329385, 1.893077, -0.484458], [2.753066, 1.328922, 0.797929], [1.544438, 0.637296, 0.573895], [1.608393, -0.470851, -0.318127], [0.618355, -1.547080, 0.085765], [1.215133, -2.782483, -0.157905], [0.306692, -3.858736, -0.218861], [2.620924, 1.954578, -1.342680], [3.503567, 0.690623, 1.290754], [2.549448, 2.171055, 1.476293], [2.633292, -0.868281, -0.363339], [1.364422, -0.099766, -1.322509], [0.223841, -1.444225, 1.140523], [0.121987, -4.079736, -1.276465], [0.722397, -4.751684, 0.277084], [-0.642172, -3.591656, 0.277266]], "atomic_forces_ev_per_a": [[-0.8, 0.3, -1.0], [-0.5, 0.1, 1.8], [0.0, -0.1, -0.6], [0.2, -0.5, 0.2], [0.0, 0.6, -0.3], [0.0, 0.1, 0.1], [0.4, 0.0, -0.2], [1.4, -0.3, 0.1], [0.2, -0.2, 0.0], [0.0, 0.1, 0.2], [-0.3, 0.0, 0.0], [0.3, 0.1, 0.3], [0.0, -0.3, -0.2], [-0.9, -0.3, 0.1], [0.9, 0.5, -0.2], [0.6, 0.0, 0.1], [-0.7, 0.2, 0.6], [0.4, 0.2, -0.6], [-1.5, 0.0, 0.0], [0.3, 0.5, 0.3], [-0.6, -0.4, 0.0], [0.1, 0.0, 0.1], [-0.2, 0.1, -0.2], [0.0, -0.2, -0.2], [-0.3, -0.1, 0.2], [0.1, -0.2, 0.1], [1.0, -0.3, -0.5], [-0.2, -0.1, 0.2], [0.0, 0.5, -0.2], [0.3, -0.2, -0.1]], "lowdin_charge": [0.006, -0.155, -0.173, -0.229, -0.045, 0.644, 0.154, 0.129, 0.162, 0.153, 0.100, 0.104, 0.107, 0.094, -0.221, -0.145, -0.221, -0.139, -0.225, -0.157, -0.075, 0.137, 0.151, 0.145, 0.153, 0.136, 0.120, 0.098, 0.103, 0.088]}

---

No. 2
{"formula": "C8H16O", "method": "ωB97M-V with the def2-TZVPD basis set", "smiles": "CCC(C)(C)[C@H](C)C=O", "homo_lumo_gap_ev": 10.45, "lumo_ha": 0.0321, "total_energy_ha": -389.6528, "total_charge": 0, "de_lowest_ev": 0.000, "homo_energy_ev": -9.6, "elements": ["C", "C", "C", "C", "C", "C", "C", "C", "O", "H", "H", "H", "H", "H", "H", "H", "H", "H", "H", "H", "H", "H", "H", "H", "H"], "positions_angstrom": [[-2.080189, 1.598539, 0.399067], [-0.770412, 0.932588, 0.811871], [-0.209099, -0.090199, -0.195674], [0.314363, 0.623593, -1.445283], [-1.297742, -1.086958, -0.603827], [0.942120, -0.896063, 0.491818], [1.970430, -0.046880, 1.238015], [1.654789, -1.724928, -0.543961], [1.316154, -2.811049, -0.925911], [-2.889573, 0.877094, 0.337017], [-1.986241, 2.099771, -0.560431], [-2.352650, 2.346085, 1.141217], [-0.932381, 0.427717, 1.767315], [-0.027261, 1.716079, 0.967817], [-0.472693, 1.223706, -1.894156], [1.145297, 1.283008, -1.206294], [0.645665, -0.099827, -2.187024], [-1.807255, -1.478314, 0.274302], [-0.866650, -1.924485, -1.146092], [-2.030951, -0.611041, -1.249161], [0.464569, -1.583968, 1.198124], [1.528742, 0.431162, 2.106993], [2.783724, -0.682266, 1.584438], [2.391733, 0.720274, 0.593122], [2.565512, -1.243640, -0.953298]], "atomic_forces_ev_per_a": [[0.2, -0.1, 0.1], [-0.1, 0.0, -0.2], [0.0, -0.1, 0.1], [-0.1, -0.1, 0.2], [0.2, 0.1, 0.0], [-0.3, 0.1, 0.1], [-0.2, -0.2, -0.1], [0.2, 0.2, 0.2], [0.0, -0.3, -0.1], [-0.1, 0.0, 0.0], [-0.1, 0.1, -0.1], [-0.1, 0.1, 0.0], [0.1, 0.0, 0.1], [0.1, 0.0, 0.1], [-0.1, 0.1, -0.1], [0.1, 0.1, 0.0], [0.0, 0.0, -0.2], [-0.1, -0.1, 0.1], [0.0, -0.1, 0.0], [-0.1, 0.1, 0.0], [0.0, 0.0, -0.1], [0.0, 0.1, 0.1], [0.1, 0.0, 0.1], [0.1, 0.1, 0.0], [0.1, 0.0, -0.1]], "lowdin_charge": [-0.095, -0.216, -0.521, -0.036, -0.042, -0.298, -0.061, -0.264, 0.069, 0.068, 0.068, 0.073, 0.119, 0.110, 0.079, 0.083, 0.087, 0.094, 0.076, 0.083, 0.151, 0.075, 0.084, 0.078, 0.135]}